[1]
Here is a cluster of 12 separate species, H24O12 in total from the OMol25 dataset. Energies are from ωB97M-V/def2-TZVPD.

ORCA input file:
```
! RIJCOSX wB97M-V def2-TZVPD def2/J DEFGRID3
* xyz 0 1
O -2.5852 2.6400 -2.7541
H -2.4961 3.3298 -2.0984
H -2.2188 2.9672 -3.5792
O -1.8347 2.4465 -0.2062
H -1.2326 2.7847 0.4582
H -2.4000 1.8142 0.2338
O -0.8551 -3.9634 -1.8795
H -0.6738 -4.8835 -1.7930
H -0.6365 -3.3907 -1.1443
O 0.4577 -0.6403 0.3879
H 0.7194 0.2895 0.4430
H 0.0794 -0.6645 -0.5026
O 1.9363 1.2146 -3.1918
H 2.0490 0.3999 -3.6877
H 1.2962 1.6802 -3.7431
O 2.8639 1.4385 0.0229
H 3.7835 1.4238 0.3003
H 2.8566 0.9394 -0.8016
O 2.1055 2.6303 2.4868
H 2.3679 2.0313 1.7745
H 1.7342 3.3429 1.9539
O -0.8555 -2.9632 1.1987
H -0.0467 -3.4799 1.1690
H -0.5617 -2.0460 1.3180
O -4.4064 -2.3621 0.3723
H -3.5928 -2.8583 0.3052
H -4.2866 -1.4322 0.4547
O 0.7968 -1.0024 2.9388
H 0.3352 -0.9394 3.7730
H 1.3575 -0.2895 2.6619
O -1.7940 1.6256 2.3544
H -1.7853 1.9622 3.2544
H -1.4930 0.7231 2.4539
O 3.1818 -1.2946 -1.6334
H 3.5987 -2.1271 -1.7949
H 2.2349 -1.3470 -1.5055
*
```

Calculated values
HOMO level (eV): -10.859
Energy relative to the best compared isomer or geometry (same formula, charge and spin) (kJ/mol): 238.4

[2]
Here is a structure of composition H24O12 from the OMol25 dataset. Energies are from ωB97M-V/def2-TZVPD.

ORCA input file:
```
! RIJCOSX wB97M-V def2-TZVPD def2/J DEFGRID3
* xyz 0 1
O -2.0484 0.7861 0.8978
H -2.7354 1.4323 0.7347
H -1.3939 1.2567 1.4140
O -0.4997 -1.6587 -1.4777
H -0.7476 -1.0529 -2.1761
H 0.1397 -2.2441 -1.8836
O 1.4822 1.9570 -0.7969
H 1.6626 1.0358 -0.6096
H 2.3158 2.3053 -1.1133
O 0.8152 -1.4110 1.8379
H -0.1048 -1.6688 1.8956
H 1.2957 -2.1518 2.2075
O 0.3256 -0.0203 0.2628
H 0.0332 -0.8941 0.5217
H -0.2435 0.2160 -0.4697
O -2.2071 -1.0963 -0.1075
H -1.8316 -1.0819 -0.9878
H -2.0196 -0.2274 0.2476
O 2.2630 -0.3836 -0.8777
H 2.5271 -0.5294 0.0307
H 2.9169 -0.8526 -1.3960
O -0.9137 1.4367 -1.5758
H -1.4139 2.2409 -1.4366
H -0.2468 1.6772 -2.2190
O 1.3469 0.1369 -2.7006
H 0.4783 0.3753 -2.3767
H 1.8358 -0.1113 -1.9160
O -0.0837 0.5700 2.4058
H 0.4503 0.1016 1.7642
H 0.3563 0.4166 3.2420
O -1.2040 -2.3715 1.4885
H -1.9043 -2.9566 1.7776
H -1.6214 -1.7960 0.8476
O 0.1794 2.5300 0.9681
H 0.5723 2.3255 0.1196
H 0.2232 1.7083 1.4571
*
```

Calculated values
HOMO level (eV): -8.899
Energy relative to the best compared isomer or geometry (same formula, charge and spin) (kJ/mol): 982.7

[3]
Here is a cluster of 12 separate species, H24O12 in total from the OMol25 dataset. Energies are from ωB97M-V/def2-TZVPD.

ORCA input file:
```
! RIJCOSX wB97M-V def2-TZVPD def2/J DEFGRID3
* xyz 0 1
O 0.0656 -0.0019 0.2773
H -0.6724 0.2121 -0.1887
H 0.8176 0.4921 -0.1657
O -2.5994 1.2961 -0.8207
H -2.2854 1.6231 -0.0627
H -2.5594 2.1981 -1.1847
O -2.5964 -2.0929 1.7783
H -3.4594 -1.5859 1.4323
H -2.1694 -2.1119 0.8123
O 2.2076 1.7871 -3.2067
H 2.7276 2.6001 -3.2267
H 1.7946 1.7231 -2.3577
O 1.2266 1.9701 2.6623
H 0.4066 1.7991 2.0503
H 1.8976 1.4701 2.3733
O 2.3356 -1.0379 -1.6157
H 2.8446 -2.0139 -1.5197
H 3.0946 -0.4769 -1.7487
O 1.9296 2.1671 -0.6257
H 2.7036 1.6541 -0.2427
H 1.9116 3.0051 -0.2377
O -1.5844 2.0631 1.6623
H -2.0564 2.8111 1.6583
H -1.9254 1.7561 2.6493
O -0.2124 -1.0859 -2.6827
H -0.9724 -1.1909 -1.9817
H 0.4786 -0.9659 -2.0837
O 0.5996 -2.7529 0.4843
H 1.1296 -1.8809 0.2953
H 0.9666 -3.3999 -0.0567
O -0.1454 -1.0019 2.8483
H -1.0644 -1.4099 2.9033
H -0.0304 -0.6129 2.0143
O -1.8434 -1.9999 -0.6947
H -0.9274 -2.1379 -0.3047
H -2.0354 -2.8679 -0.8947
*
```

Calculated values
HOMO level (eV): -9.919
Energy relative to the best compared isomer or geometry (same formula, charge and spin) (kJ/mol): 454.6

[4]
Here is a cluster of 12 separate species, H24O12 in total from the OMol25 dataset. Energies are from ωB97M-V/def2-TZVPD.

ORCA input file:
```
! RIJCOSX wB97M-V def2-TZVPD def2/J DEFGRID3
* xyz 0 1
O -0.3099 0.1101 -0.2676
H -1.0896 -0.4026 -0.5089
H 0.4195 -0.3615 -0.6854
O -1.9951 4.6608 -1.7958
H -2.0479 3.7690 -2.1575
H -1.9881 5.2295 -2.5740
O -3.0045 -1.2855 2.2549
H -2.5677 -1.0839 1.4197
H -3.6132 -1.9996 2.0347
O 3.2764 1.4086 1.4350
H 3.9503 1.8913 1.9269
H 2.5428 1.3322 2.0556
O 1.0870 -0.3433 3.7913
H 0.5417 -0.4020 2.9987
H 1.7944 0.2632 3.5447
O 1.9860 3.7882 -0.0012
H 1.1426 4.0759 0.3661
H 2.5052 3.5382 0.7714
O 1.4487 -3.2948 0.6664
H 1.5559 -4.2312 0.4648
H 2.3517 -2.9656 0.7387
O -2.8972 2.2801 0.6450
H -2.6078 1.3957 0.8961
H -3.7506 2.3804 1.0818
O -4.4372 -0.5186 -1.5933
H -3.7708 0.1607 -1.4400
H -4.7919 -0.7013 -0.7159
O 3.9975 -3.7765 -2.0106
H 3.7149 -2.9249 -1.6586
H 3.1724 -4.2411 -2.1909
O -3.1968 -4.0353 -1.2876
H -2.3698 -4.4681 -1.0473
H -2.9205 -3.1848 -1.6472
O 4.1617 1.2207 -2.1621
H 3.6416 2.0142 -1.9925
H 4.0681 0.7021 -1.3551
*
```

Calculated values
HOMO level (eV): -11.352
Energy relative to the best compared isomer or geometry (same formula, charge and spin) (kJ/mol): 284.8

LUMO, record by record: -0.03, -0.01, -0.40, -0.49 eV